Record 1
7 unconnected molecules or ions with the total composition C17H47B3BrO18P. Source: OMol25; level of theory: the ωB97M-V functional and the def2-TZVPD basis.

Structure (ORCA input):
```
! RIJCOSX wB97M-V def2-TZVPD def2/J DEFGRID3
* xyz 0 1
C 0.87670 2.47344 -1.97482
C 0.37374 3.78262 -2.51176
O 0.34779 4.10210 -3.66075
O -0.07960 4.66201 -1.54274
C -1.33204 4.26896 -0.96868
C -2.49439 4.30826 -1.96586
B -3.81532 4.81236 -1.31707
O -3.85622 6.01728 -0.61588
B -5.09038 6.61421 -0.59307
Br -5.33164 8.41512 -1.14664
O -6.17968 5.83636 -0.26615
B -6.09487 4.49550 -0.61178
P -7.40008 3.22674 0.10877
C -7.54561 2.10020 -1.34888
O -6.34262 2.36466 1.07722
O -5.01296 4.11034 -1.38772
H 0.16414 1.69420 -2.26456
H 1.01520 2.47446 -0.89428
H 1.82978 2.23133 -2.44504
H -1.23019 3.25553 -0.55494
H -1.47642 4.96125 -0.13747
H -2.63853 3.33716 -2.44641
H -2.20516 5.02466 -2.74822
H -8.57206 2.13771 -1.72414
H -7.37286 1.08512 -0.97869
H -6.84875 2.30115 -2.16539
H -5.52717 2.10043 0.63157
O 3.65775 2.03566 2.79730
C 2.71951 0.98811 3.05498
C 1.50684 1.15097 2.16461
O 1.88026 1.13236 0.79508
H 3.29854 2.86305 3.13593
H 3.23356 0.05980 2.81151
H 2.42446 0.97314 4.10871
H 0.80111 0.33229 2.30813
H 0.99486 2.09534 2.39799
H 2.72152 1.60664 0.74935
O 3.62472 0.81501 -2.11324
C 4.78426 1.49563 -2.61452
C 5.88837 0.46672 -2.68465
O 5.51063 -0.59792 -3.54458
H 3.78944 0.62083 -1.18166
H 4.52985 1.86913 -3.60564
H 5.05270 2.33901 -1.97362
H 6.82555 0.87232 -3.06504
H 6.06465 0.09872 -1.66240
H 4.55547 -0.70742 -3.45650
O 3.01726 -1.96284 1.47141
C 1.75425 -2.39389 1.95779
C 1.47634 -3.84384 1.64442
O 2.45576 -4.71195 2.18267
H 3.00033 -1.92673 0.50197
H 1.77679 -2.25231 3.03808
H 0.94798 -1.77866 1.53368
H 0.51193 -4.12062 2.07034
H 1.41873 -3.96805 0.55382
H 3.31027 -4.28178 2.04930
O -0.37088 -2.22015 4.39522
C -1.21910 -3.36470 4.47571
C -2.36143 -3.26720 3.48714
O -1.87615 -3.11618 2.15758
H -0.81845 -1.45879 4.78020
H -0.58118 -4.21001 4.21569
H -1.59550 -3.50998 5.49144
H -2.96039 -4.17762 3.51330
H -3.01016 -2.42045 3.74276
H -1.13099 -2.50078 2.20828
O 3.10024 -2.02007 -0.95806
C 3.62655 -3.25901 -1.45319
C 5.10794 -3.38703 -1.16174
O 5.37591 -3.33817 0.23024
H 3.43855 -1.31631 -1.52559
H 3.07460 -4.04587 -0.93904
H 3.43946 -3.34056 -2.52764
H 5.47243 -4.34604 -1.53041
H 5.64682 -2.58280 -1.67996
H 4.79107 -2.66855 0.60838
O -1.66927 -4.02173 -0.56282
C -3.00371 -3.87126 -1.03646
C -3.48005 -2.44900 -0.82983
O -2.62374 -1.52412 -1.48154
H -1.69265 -3.95518 0.40473
H -2.96815 -4.10506 -2.10110
H -3.68314 -4.57460 -0.54377
H -4.48088 -2.31689 -1.24506
H -3.51672 -2.23715 0.24556
H -1.72552 -1.85657 -1.35179
*
```

The value obtained for the LUMO energy is -0.06 eV. As for the gap between HOMO and LUMO: 9.0 eV. As for the SMILES: CC(=O)OCCB1OB(Br)OB(P(C)O)O1.OCCO.OCCO.OCCO.OCCO.OCCO.OCCO.

Record 2
6 unconnected molecules or ions with the total composition C17H48ClN4O9. Source: OMol25; level of theory: the ωB97M-V functional and the def2-TZVPD basis.

Structure (ORCA input):
```
! RIJCOSX wB97M-V def2-TZVPD def2/J DEFGRID3
* xyz 0 2
Cl -0.05170 -1.24029 -0.13673
O 0.37050 -2.20480 -1.14282
O 1.01592 -0.24314 0.08807
O -1.22878 -0.60240 -0.57861
O -0.32708 -1.87463 1.09373
C -2.43364 1.85069 -2.69211
O -1.58691 2.18985 -3.83459
H -3.34347 2.45065 -2.67334
H -2.79480 0.83512 -2.85426
H -1.92300 1.92842 -1.73226
H -1.59624 1.48045 -4.48132
C 4.12927 -2.27460 -0.86273
C 4.24554 -0.94289 -1.51451
C 3.33675 -0.51291 -2.66933
O 3.54662 0.84986 -2.99256
C 2.67928 1.29234 -4.07886
N 4.12370 0.08130 -0.48156
H 4.86733 -2.49332 -0.09102
H 4.05192 -3.00983 -1.66370
H 3.15816 -2.46751 -0.40684
H 5.30776 -0.90877 -1.75664
H 2.29278 -0.70556 -2.42212
H 3.49335 -1.10641 -3.57007
H 3.14775 2.14244 -4.57482
H 1.67244 1.58649 -3.78248
H 2.57371 0.53828 -4.85883
H 4.64869 -0.37683 0.24961
H 3.18955 -0.08228 -0.13414
C -3.93621 1.26246 3.68921
C -2.86590 0.54931 2.84308
C -1.48768 1.14825 3.01299
O -1.50425 2.67479 2.99936
C -1.80930 3.16508 1.68137
N -2.97291 -0.88515 3.30080
H -3.67337 2.31102 3.82899
H -4.10284 0.84965 4.68416
H -4.82319 1.15289 3.06522
H -3.06409 0.57997 1.77168
H -0.67685 0.71517 2.42725
H -1.11800 0.96262 4.02144
H -1.34474 4.15102 1.66688
H -2.87323 3.19847 1.44675
H -1.29393 2.58579 0.91526
H -2.33904 -1.39080 2.69862
H -3.79072 -1.19363 2.79472
C -4.12262 -3.40096 -0.52471
C -2.75656 -4.16746 -0.37112
C -2.95158 -5.65803 -0.21194
O -3.83649 -5.96712 0.87821
C -4.11687 -7.26993 1.21949
N -2.15552 -3.96196 -1.63204
H -4.66437 -3.68836 -1.42582
H -4.19531 -2.32654 -0.69331
H -4.80903 -3.69291 0.27009
H -1.99535 -3.88831 0.35739
H -2.02522 -6.18759 0.01060
H -3.40015 -5.92191 -1.16968
H -4.88539 -7.26736 1.99245
H -3.23089 -7.78742 1.58738
H -4.44779 -7.83252 0.34651
H -2.37036 -3.05139 -2.01259
H -1.15998 -3.97447 -1.46220
C 2.64977 2.68015 2.01500
C 2.18945 3.41987 0.79220
C 2.97263 4.77034 0.50255
O 4.32510 4.40295 0.31266
C 5.10674 5.63755 0.08860
N 2.27602 2.57792 -0.44057
H 3.55438 2.07591 1.94666
H 1.85954 2.05187 2.42598
H 3.00778 3.40344 2.74766
H 1.11665 3.59533 0.87226
H 2.87268 5.62084 1.17690
H 2.72887 5.15965 -0.48594
H 5.48550 6.16949 0.96135
H 4.73533 6.39407 -0.60266
H 6.00042 5.29840 -0.43523
H 1.60119 3.04394 -1.03009
H 1.75243 1.72598 -0.29864
*
```

Its expectation value of S² is 0.7576. The value obtained for the LUMO energy (spin up / spin down) is 0.28 / -5.09 eV. As for the gap between HOMO and LUMO (spin up / spin down): 8.7 / 3.4 eV.

Record 3
A molecular structure, C17H48IOP2PtSi4Te. Source: OMol25; level of theory: the ωB97M-V functional and the def2-TZVPD basis.

Structure (ORCA input):
```
! RIJCOSX wB97M-V def2-TZVPD def2/J DEFGRID3
* xyz 3 5
C 2.22870 -7.09439 0.62142
I 1.88054 -5.07496 -0.37614
H 1.67096 -7.78764 0.01222
H 1.86345 -7.05100 1.65079
H 3.28165 -7.33470 0.56147
Pt 1.25805 -2.87094 0.58230
P -0.93058 -3.37893 1.44168
C -0.82394 -3.54842 3.24675
C -2.22502 -2.16992 1.09115
H -3.13143 -2.46096 1.63333
H -2.55072 -5.14386 1.39009
H -2.44328 -2.16013 0.01969
H -1.87728 -4.83149 -0.22543
H -0.51493 -2.59727 3.69087
H -1.92027 -1.16497 1.40079
C -1.63084 -4.93953 0.83307
H -1.80618 -3.83512 3.63692
H -0.93522 -5.77192 0.95889
H -0.09186 -4.32283 3.49919
P 2.61681 -2.13226 -1.34170
C 4.23144 -1.69671 -0.67496
C 2.94781 -3.33143 -2.68919
H 0.97311 -1.03099 -2.69603
H 2.64869 -0.53057 -3.06280
H 1.80511 0.13753 -1.62601
C 1.93454 -0.74398 -2.25974
H 2.01790 -3.55600 -3.21834
H 3.66493 -2.88476 -3.37868
H 4.84423 -1.40150 -1.52723
H 4.68531 -2.55056 -0.16861
H 3.36057 -4.27514 -2.31250
H 4.13518 -0.86377 0.02256
C 2.33285 -2.73615 2.09325
O 2.97955 -2.53076 3.02229
C -3.59529 1.67295 1.50727
Si -1.97439 2.60447 1.70728
C -2.29818 4.46275 1.50802
C -1.25229 2.31571 3.42354
Si -0.44116 1.79621 0.09577
Te 0.73929 -0.15909 1.15406
Si -1.65394 1.74568 -1.94397
C -2.82328 3.23767 -2.01274
C -0.46708 1.83419 -3.39959
C -2.62782 0.15383 -1.95388
Si 1.13225 3.53750 -0.17803
C 0.33754 5.08026 -0.94901
C 1.77814 3.96710 1.55447
C 2.53347 2.97287 -1.26678
H -4.28907 2.05453 2.26751
H -3.48007 0.59756 1.67508
H -4.06440 1.81338 0.52850
H -3.00339 4.74922 2.30305
H -1.39371 5.07244 1.62957
H -2.75792 4.71701 0.54478
H -0.99432 1.26382 3.58553
H -0.35390 2.91516 3.60953
H -2.01179 2.60310 4.16367
H -2.29320 4.20327 -2.02880
H -3.38308 3.14111 -2.96009
H -3.55436 3.25960 -1.18917
H 0.21289 0.97516 -3.44343
H -1.08453 1.82579 -4.30963
H 0.13844 2.74891 -3.41511
H -1.97733 -0.71745 -1.83492
H -3.39461 0.11280 -1.17479
H -3.12651 0.07344 -2.92722
H -0.45245 5.52873 -0.33152
H 1.14220 5.82484 -1.06247
H -0.07659 4.88141 -1.94771
H 2.22810 3.08534 2.03136
H 2.56208 4.73104 1.43475
H 1.00707 4.36807 2.22733
H 3.06462 2.12173 -0.84253
H 2.21861 2.70134 -2.27275
H 3.25011 3.79256 -1.35827
*
```

Its expectation value of S² is 6.0207. The value obtained for the LUMO energy (spin up / spin down) is -8.59 / -12.18 eV. As for the gap between HOMO and LUMO (spin up / spin down): 6.9 / 5.0 eV.

Record order is preserved below.
Max |F|: 1.53; 2.90; 4.89 eV/Å